# 1
C6H29NO10 | ωB97M-V/def2-TZVPD

Calculated values
2S+1 ... 1
Maximum force ... 0.133 hartree/bohr
Relative energy (zero: lowest compared OMol25 entry of this formula, charge and spin) ... 444.90 kJ/mol
HOMO energy ... -9.313 eV
HOMO-LUMO gap ... 0.3412 hartree
SMILES ... C=CC[C@@H](C)NC=O.O.O.O.O.O.O.O.O.O
E_tot ... -28655.0336 eV

Each line ends with the Löwdin charge.
Element x y z (Å)
C (1.586, -2.837, 2.930)  -0.013
C (1.834, -1.876, 2.013)  -0.190
C (0.759, -1.374, 1.063)  -0.165
C (1.342, -1.648, -0.378)  -0.339
C (0.236, -1.571, -1.349)  -0.099
N (2.273, -0.483, -0.745)  0.067
C (3.600, -0.543, -0.479)  -0.359
O (4.395, 0.409, -0.571)  -0.037
H (0.692, -3.354, 3.220)  0.039
H (2.434, -3.426, 3.395)  0.061
H (2.885, -1.451, 1.823)  0.112
H (0.756, -0.259, 1.172)  0.111
H (-0.413, -1.671, 1.350)  0.133
H (1.921, -2.609, -0.437)  0.157
H (0.534, -1.857, -2.415)  0.116
H (-0.542, -2.302, -1.061)  0.052
H (-0.284, -0.549, -1.418)  0.109
H (1.904, 0.428, -1.041)  0.147
H (3.799, -1.567, -0.133)  0.123
O (-2.404, -3.025, 0.918)  -0.003
H (-1.911, -2.315, 1.235)  -0.040
H (-3.264, -2.780, 1.252)  0.081
O (-3.376, 1.328, -0.777)  -0.135
H (-2.627, 1.915, -0.372)  0.018
H (-3.584, 1.948, -1.509)  0.039
O (-2.262, -2.791, -1.722)  -0.050
H (-2.389, -2.835, -0.726)  0.035
H (-2.100, -3.503, -2.200)  -0.016
O (3.021, 3.154, -0.583)  -0.101
H (3.688, 2.743, -1.297)  0.133
H (3.423, 2.708, 0.146)  0.012
O (-1.217, 2.196, 0.442)  -0.142
H (-0.686, 2.706, -0.268)  0.069
H (-1.218, 3.087, 0.961)  0.051
O (-2.227, -0.443, -3.138)  -0.040
H (-2.198, -1.294, -2.739)  -0.044
H (-3.121, -0.416, -3.360)  -0.001
O (0.436, 4.033, -0.647)  -0.093
H (0.711, 4.922, -0.969)  0.083
H (1.340, 3.877, -0.236)  0.041
O (-1.842, -0.379, 1.126)  -0.144
H (-2.326, -0.573, 0.253)  0.079
H (-1.449, 0.535, 0.941)  0.032
O (-0.874, 4.502, 1.738)  -0.020
H (-1.294, 4.554, 2.573)  0.051
H (0.035, 4.687, 2.021)  0.080

Cartesian forces (eV/Å) of the 6 atoms listed first:
2.856 -0.630 -0.177
-0.522 -0.734 0.652
-0.329 0.384 1.186
0.189 2.007 0.226
-1.578 -0.361 -2.094
0.658 -0.948 0.592

---

# 2
C6H29O11 | ωB97M-V/def2-TZVPD

Calculated values
2S+1 ... 2
Maximum force ... 0.044 hartree/bohr
Expectation value of S² ... 0.756
HOMO energy (alpha / beta) ... -10.654 / -10.654 eV
HOMO-LUMO gap (alpha / beta) ... 0.3836 / 0.1893 hartree
E_tot ... -29212.2379 eV

Each line ends with the Löwdin charge.
Element x y z (Å)
O (-0.806, -0.599, 3.241)  0.134
C (0.060, -0.299, 2.459)  -0.521
O (0.634, 0.863, 2.271)  0.140
C (0.600, -1.253, 1.391)  -0.039
C (-0.054, -0.939, 0.030)  -0.354
C (0.965, -0.549, -1.024)  -0.045
C (-0.980, -2.086, -0.407)  -0.197
C (-1.878, -1.651, -1.572)  -0.076
H (0.439, -2.298, 1.728)  0.141
H (1.687, -1.262, 1.365)  0.124
H (-0.686, -0.049, 0.183)  0.123
H (0.769, -0.950, -2.014)  0.075
H (1.243, 0.500, -0.966)  0.081
H (1.987, -1.009, -0.954)  0.095
H (-1.659, -2.445, 0.366)  0.103
H (-0.327, -2.909, -0.705)  0.108
H (-2.251, -0.631, -1.466)  0.085
H (-2.788, -2.257, -1.533)  0.080
H (-1.442, -1.845, -2.549)  0.067
H (0.678, -0.022, -4.119)  0.032
H (-0.856, 0.009, -3.826)  0.027
O (-0.182, -0.293, -4.441)  -0.049
H (1.091, 3.415, 0.630)  -0.001
H (2.447, 2.823, 0.175)  0.001
O (1.851, 3.583, 0.065)  -0.057
H (-0.203, 1.817, 3.488)  0.015
H (-1.551, 1.247, 3.828)  0.047
O (-1.063, 2.088, 3.868)  -0.019
H (0.336, 2.521, -3.258)  -0.006
H (-0.009, 1.871, -4.649)  -0.002
O (0.319, 2.662, -4.213)  -0.072
H (1.787, -3.002, -0.521)  -0.020
H (1.868, -4.331, -0.081)  0.050
O (2.231, -3.810, -0.819)  -0.048
H (-0.877, 2.037, -0.914)  -0.005
H (-1.302, 3.346, -1.520)  0.052
O (-1.068, 2.449, -1.769)  -0.061
H (-1.556, -2.997, 2.418)  -0.019
H (-2.163, -2.753, 3.770)  0.032
O (-2.176, -3.387, 3.042)  -0.052
H (-1.225, 1.915, 1.796)  -0.006
H (-1.144, 3.377, 1.391)  0.067
O (-1.360, 2.501, 1.044)  -0.044
H (2.646, 1.026, 1.093)  0.011
H (2.693, 1.924, 2.199)  0.042
O (3.276, 1.652, 1.477)  -0.042

Cartesian forces (eV/Å) of the 6 atoms listed first:
0.081 0.056 -0.198
-0.261 -0.089 0.340
0.007 -0.861 0.056
0.821 -1.061 -0.240
-0.454 0.072 0.549
2.099 -0.868 -0.212

---

# 3
C6H2F4O | ωB97M-V/def2-TZVPD

Calculated values
2S+1 ... 1
Maximum force ... 0.083 hartree/bohr
Relative energy (zero: lowest compared OMol25 entry of this formula, charge and spin) ... 0.00 kJ/mol
HOMO energy ... -8.812 eV
HOMO-LUMO gap ... 0.3096 hartree
E_tot ... -19164.9007 eV

Each line ends with the Löwdin charge.
Element x y z (Å)
C (-3.340, -0.815, -0.101)  -0.127
C (-3.650, 0.567, 0.038)  -0.256
C (-2.080, -1.290, -0.239)  -0.202
C (-2.628, 1.398, -0.091)  0.014
C (0.355, 0.105, -0.160)  0.029
C (-1.021, -0.356, -0.424)  -0.147
O (-0.299, -0.032, -1.452)  0.099
F (-4.316, -1.758, 0.092)  0.097
F (-4.937, 0.902, 0.216)  0.088
F (-1.743, -2.549, -0.023)  0.121
F (-2.574, 2.725, -0.180)  0.067
H (0.563, 1.089, 0.091)  0.094
H (1.107, -0.629, 0.119)  0.123

Cartesian forces (eV/Å) of the 6 atoms listed first:
0.390 -3.122 0.532
-0.419 1.834 -0.367
-1.367 0.869 0.126
2.240 -1.911 -0.121
-0.769 -2.203 0.199
-1.133 3.987 1.108

---

# 4
C6H30N2O7 | ωB97M-V/def2-TZVPD

Calculated values
2S+1 ... 1
Maximum force ... 0.142 hartree/bohr
Relative energy (zero: lowest compared OMol25 entry of this formula, charge and spin) ... 333.42 kJ/mol
HOMO energy ... -8.278 eV
HOMO-LUMO gap ... 0.3074 hartree
SMILES ... CNC[C@@H](N)C(C)C.O.O.O.O.O.O.O
E_tot ... -24019.6427 eV

Each line ends with the Löwdin charge.
Element x y z (Å)
C (0.315, -3.016, 2.139)  -0.168
N (0.132, -1.990, 1.155)  -0.132
C (0.916, -0.836, 1.468)  -0.236
C (0.540, 0.310, 0.478)  -0.306
N (0.025, 1.578, 1.110)  0.038
C (1.766, 0.679, -0.477)  -0.380
C (1.333, 0.903, -1.854)  -0.120
C (2.770, -0.551, -0.523)  -0.070
H (1.199, -3.066, 2.811)  0.081
H (0.332, -4.041, 1.857)  0.057
H (-0.546, -2.984, 2.850)  0.080
H (0.229, -2.426, 0.218)  0.067
H (2.068, -1.075, 1.470)  0.114
H (0.542, -0.465, 2.521)  0.145
H (-0.192, -0.100, -0.225)  0.111
H (-1.010, 1.767, 1.080)  0.066
H (0.447, 1.703, 2.049)  0.040
H (2.216, 1.596, -0.146)  0.109
H (2.159, 1.234, -2.463)  0.075
H (0.493, 1.615, -2.018)  0.098
H (1.046, -0.044, -2.309)  0.055
H (2.075, -1.491, -0.604)  0.102
H (3.317, -0.716, 0.384)  0.037
H (3.557, -0.399, -1.312)  0.093
O (-3.064, -0.266, -0.562)  -0.054
H (-3.214, 0.717, -0.535)  0.057
H (-2.461, -0.475, 0.145)  0.036
O (1.365, 4.736, 0.942)  -0.037
H (1.289, 3.857, 0.639)  -0.024
H (0.470, 4.934, 1.222)  0.043
O (1.767, 2.891, 3.162)  -0.045
H (2.476, 2.642, 3.768)  0.054
H (2.243, 3.457, 2.593)  -0.006
O (-0.553, -1.273, -3.620)  0.023
H (-0.836, -1.306, -4.436)  -0.042
H (-1.202, -1.449, -2.976)  -0.046
O (0.260, -3.385, -1.468)  -0.044
H (0.950, -3.515, -2.096)  0.040
H (-0.266, -2.636, -1.783)  0.007
O (-2.527, -2.274, -2.288)  -0.106
H (-2.785, -3.037, -1.758)  0.061
H (-2.794, -1.455, -1.695)  0.053
O (-3.672, 2.065, 0.784)  0.009
H (-3.676, 2.331, 1.660)  0.022
H (-3.663, 2.836, 0.257)  0.042

Cartesian forces (eV/Å) of the 6 atoms listed first:
-1.079 -0.683 2.684
0.033 -1.473 -0.611
0.169 1.516 1.283
1.197 0.979 -0.389
-0.374 -0.380 -0.061
0.326 -1.871 1.730

---

# 5
C6H30O9 | ωB97M-V/def2-TZVPD

Calculated values
2S+1 ... 1
Maximum force ... 0.051 hartree/bohr
Relative energy (zero: lowest compared OMol25 entry of this formula, charge and spin) ... 1166.28 kJ/mol
HOMO energy ... -6.624 eV
HOMO-LUMO gap ... 0.1794 hartree
E_tot ... -25125.8850 eV

Each line ends with the Löwdin charge.
Element x y z (Å)
O (1.171, 1.041, 0.843)  0.371
H (1.386, 0.321, 0.247)  0.166
H (0.217, 0.974, 0.925)  0.166
H (1.388, 1.891, 0.451)  0.166
O (-2.467, -2.677, 0.857)  0.366
H (-2.293, -3.244, 1.612)  0.183
H (-2.509, -1.739, 1.059)  0.152
H (-1.784, -2.742, 0.186)  0.171
C (3.378, -3.836, 0.187)  -0.121
C (2.613, -3.752, -1.129)  -0.682
C (2.221, -5.130, -1.705)  -0.100
O (1.494, -2.906, -0.969)  -0.418
H (4.202, -4.547, 0.250)  0.052
H (2.754, -4.144, 1.026)  0.057
H (3.889, -2.896, 0.394)  0.051
H (3.300, -3.430, -1.913)  0.094
H (1.270, -5.475, -1.298)  0.055
H (3.051, -5.812, -1.527)  0.060
H (2.058, -4.944, -2.767)  0.059
C (-4.028, 1.540, -1.230)  -0.141
C (-4.174, 2.090, 0.196)  -0.638
C (-5.665, 2.170, 0.574)  -0.091
O (-3.291, 1.306, 1.029)  -0.422
H (-4.420, 0.523, -1.260)  0.055
H (-3.015, 1.457, -1.624)  0.048
H (-4.527, 2.217, -1.923)  0.059
H (-3.796, 3.092, -0.011)  0.094
H (-6.250, 2.582, -0.248)  0.058
H (-5.951, 2.718, 1.472)  0.061
H (-6.069, 1.160, 0.645)  0.061
O (1.466, 4.621, -0.301)  -0.050
H (0.725, 5.220, -0.389)  0.041
H (2.238, 5.183, -0.362)  0.037
O (-0.859, 3.840, 4.162)  -0.054
H (-1.556, 3.350, 3.727)  0.027
H (-0.176, 3.190, 4.329)  0.003
O (4.833, 1.165, -2.304)  -0.057
H (3.928, 1.206, -2.613)  0.009
H (5.150, 0.313, -2.605)  0.034
O (1.338, 0.613, -3.932)  -0.058
H (0.922, 0.467, -4.781)  0.034
H (1.234, -0.217, -3.467)  0.024
O (2.009, 1.383, 4.884)  -0.045
H (2.746, 1.409, 4.273)  0.029
H (1.851, 0.450, 5.028)  0.033

Cartesian forces (eV/Å) of the 6 atoms listed first:
0.041 -0.325 0.649
0.957 -1.244 -0.959
-1.624 0.371 0.481
0.327 1.218 -0.530
-0.536 -0.244 -0.681
0.264 -0.339 0.667

---

# 6
C6H31N2O7P3 | ωB97M-V/def2-TZVPD

Calculated values
2S+1 ... 1
Maximum force ... 0.012 hartree/bohr
HOMO energy ... -8.978 eV
HOMO-LUMO gap ... 0.3406 hartree
SMILES ... N=[PH2]P(N)[PH2]=O.CO.CO.CO.CO.CO.CO
E_tot ... -51900.3069 eV

Each line ends with the Löwdin charge.
Element x y z (Å)
N (-2.120, 1.686, -3.349)  -0.363
P (-0.874, 0.750, -3.131)  0.476
P (0.285, 1.318, -1.349)  0.547
N (-0.079, 0.103, -0.191)  -0.303
P (2.307, 0.733, -1.927)  0.435
O (2.712, 1.313, -3.227)  -0.525
H (-2.981, 1.161, -3.226)  -0.036
H (0.055, 0.746, -4.185)  -0.035
H (-1.177, -0.613, -2.917)  -0.024
H (-0.502, -0.733, -0.582)  0.002
H (-0.716, 0.460, 0.512)  0.014
H (3.062, 1.175, -0.825)  -0.027
H (2.449, -0.668, -1.826)  -0.024
C (-1.217, -2.000, 2.296)  -0.148
O (-1.978, -1.731, 1.114)  -0.149
H (-0.169, -1.848, 2.054)  0.065
H (-1.491, -1.320, 3.105)  0.082
H (-1.368, -3.026, 2.632)  0.063
H (-2.906, -1.862, 1.323)  0.075
C (1.471, 0.152, 4.187)  -0.163
O (1.267, -1.246, 4.344)  -0.129
H (0.526, 0.585, 3.863)  0.072
H (1.772, 0.613, 5.128)  0.064
H (2.233, 0.365, 3.434)  0.077
H (2.100, -1.623, 4.640)  0.067
C (4.584, 0.801, 6.878)  -0.151
O (4.334, 0.078, 5.678)  -0.133
H (3.816, 1.568, 6.951)  0.077
H (4.519, 0.158, 7.759)  0.078
H (5.561, 1.288, 6.858)  0.077
H (5.007, -0.602, 5.594)  0.076
C (-4.087, -5.188, 3.182)  -0.160
O (-3.118, -4.473, 3.938)  -0.131
H (-4.869, -4.479, 2.917)  0.076
H (-3.663, -5.599, 2.262)  0.076
H (-4.538, -5.998, 3.761)  0.075
H (-2.421, -5.086, 4.187)  0.075
C (-3.374, 1.586, -7.142)  -0.172
O (-3.864, 1.034, -5.931)  -0.144
H (-4.054, 1.278, -7.934)  0.073
H (-3.352, 2.679, -7.109)  0.076
H (-2.372, 1.219, -7.383)  0.072
H (-3.268, 1.304, -5.223)  0.005
C (1.835, 4.075, -5.440)  -0.173
O (2.926, 4.299, -4.562)  -0.132
H (1.635, 5.012, -5.955)  0.074
H (2.068, 3.308, -6.184)  0.075
H (0.933, 3.778, -4.894)  0.066
H (3.100, 3.468, -4.106)  0.033

Cartesian forces (eV/Å) of the 6 atoms listed first:
-0.090 -0.410 -0.212
-0.347 0.208 -0.154
0.072 0.185 0.473
-0.256 0.278 -0.497
0.008 -0.063 -0.012
0.124 0.253 -0.494

---

Copy entry 1 word for word.
C6H29NO10 | ωB97M-V/def2-TZVPD

Calculated values
2S+1 ... 1
Maximum force ... 0.133 hartree/bohr
Relative energy (zero: lowest compared OMol25 entry of this formula, charge and spin) ... 444.90 kJ/mol
HOMO energy ... -9.313 eV
HOMO-LUMO gap ... 0.3412 hartree
SMILES ... C=CC[C@@H](C)NC=O.O.O.O.O.O.O.O.O.O
E_tot ... -28655.0336 eV

Each line ends with the Löwdin charge.
Element x y z (Å)
C (1.586, -2.837, 2.930)  -0.013
C (1.834, -1.876, 2.013)  -0.190
C (0.759, -1.374, 1.063)  -0.165
C (1.342, -1.648, -0.378)  -0.339
C (0.236, -1.571, -1.349)  -0.099
N (2.273, -0.483, -0.745)  0.067
C (3.600, -0.543, -0.479)  -0.359
O (4.395, 0.409, -0.571)  -0.037
H (0.692, -3.354, 3.220)  0.039
H (2.434, -3.426, 3.395)  0.061
H (2.885, -1.451, 1.823)  0.112
H (0.756, -0.259, 1.172)  0.111
H (-0.413, -1.671, 1.350)  0.133
H (1.921, -2.609, -0.437)  0.157
H (0.534, -1.857, -2.415)  0.116
H (-0.542, -2.302, -1.061)  0.052
H (-0.284, -0.549, -1.418)  0.109
H (1.904, 0.428, -1.041)  0.147
H (3.799, -1.567, -0.133)  0.123
O (-2.404, -3.025, 0.918)  -0.003
H (-1.911, -2.315, 1.235)  -0.040
H (-3.264, -2.780, 1.252)  0.081
O (-3.376, 1.328, -0.777)  -0.135
H (-2.627, 1.915, -0.372)  0.018
H (-3.584, 1.948, -1.509)  0.039
O (-2.262, -2.791, -1.722)  -0.050
H (-2.389, -2.835, -0.726)  0.035
H (-2.100, -3.503, -2.200)  -0.016
O (3.021, 3.154, -0.583)  -0.101
H (3.688, 2.743, -1.297)  0.133
H (3.423, 2.708, 0.146)  0.012
O (-1.217, 2.196, 0.442)  -0.142
H (-0.686, 2.706, -0.268)  0.069
H (-1.218, 3.087, 0.961)  0.051
O (-2.227, -0.443, -3.138)  -0.040
H (-2.198, -1.294, -2.739)  -0.044
H (-3.121, -0.416, -3.360)  -0.001
O (0.436, 4.033, -0.647)  -0.093
H (0.711, 4.922, -0.969)  0.083
H (1.340, 3.877, -0.236)  0.041
O (-1.842, -0.379, 1.126)  -0.144
H (-2.326, -0.573, 0.253)  0.079
H (-1.449, 0.535, 0.941)  0.032
O (-0.874, 4.502, 1.738)  -0.020
H (-1.294, 4.554, 2.573)  0.051
H (0.035, 4.687, 2.021)  0.080

Cartesian forces (eV/Å) of the 6 atoms listed first:
2.856 -0.630 -0.177
-0.522 -0.734 0.652
-0.329 0.384 1.186
0.189 2.007 0.226
-1.578 -0.361 -2.094
0.658 -0.948 0.592

---

Q: What is the formula in the fifth record?
A: C6H30O9